Arrangement a

Formula: C7H15NO2S
Source: the OMol25 dataset
Level of theory: the ωB97M-V functional and the def2-TZVPD basis

Atoms and positions in Å:
C: -1.94 0.46 0.76
C: -0.55 0.69 0.25
C: -1.58 0.08 -0.65
C: -1.50 -1.38 -1.02
C: -2.07 0.95 -1.78
C: 1.26 0.52 2.11
C: 0.74 -0.14 0.86
N: 3.24 -0.97 0.42
O: 1.63 -0.86 -1.55
O: 2.51 1.23 -0.58
S: 2.03 -0.11 -0.39
H: -2.10 -0.32 1.48
H: -2.56 1.33 0.93
H: -0.24 1.70 0.04
H: -0.65 -1.56 -1.67
H: -2.41 -1.68 -1.54
H: -1.40 -2.01 -0.14
H: -1.47 0.79 -2.67
H: -2.01 2.01 -1.52
H: -3.11 0.72 -2.03
H: 1.99 -0.12 2.60
H: 0.45 0.72 2.81
H: 1.75 1.46 1.85
H: 0.47 -1.18 0.99
H: 3.39 -1.88 0.01
H: 4.10 -0.45 0.45

Calculated values
lowest unoccupied orbital energy = 0.0223 Eh
gap between HOMO and LUMO = 10.6264 eV
SMILES = C[C@@H]([C@@H]1CC1(C)C)S(N)(=O)=O

---

Arrangement b

Formula: C7H15NO2S
Source: the OMol25 dataset
Level of theory: the ωB97M-V functional and the def2-TZVPD basis

Atoms and positions in Å:
C: 3.11 0.33 -0.73
C: 0.86 1.40 -1.07
C: 1.67 0.94 1.25
C: -3.94 -0.36 1.00
C: -1.78 -1.24 -0.42
C: 1.08 -0.90 -0.22
C: 1.67 0.44 -0.20
N: 1.16 -2.06 -0.16
O: 0.96 -3.23 -0.13
O: -2.07 1.32 0.19
S: -2.89 0.24 -0.38
H: 3.12 -0.05 -1.75
H: 3.58 1.31 -0.71
H: 3.69 -0.35 -0.10
H: -0.15 1.51 -0.69
H: 0.81 1.04 -2.10
H: 1.33 2.38 -1.07
H: 2.16 1.91 1.31
H: 0.65 1.05 1.61
H: 2.20 0.25 1.90
H: -4.51 0.49 1.36
H: -3.32 -0.75 1.80
H: -4.61 -1.12 0.62
H: -1.23 -1.28 0.51
H: -2.39 -2.12 -0.56
H: -1.11 -1.13 -1.27

Calculated values
lowest unoccupied orbital energy = 0.0251 Eh
gap between HOMO and LUMO = 9.8932 eV

---

The winner here is arrangement a, beating the second structure by 265.0 kJ/mol.

---

Arrangement a

Formula: C3H10O4
Source: the OMol25 dataset
Level of theory: the ωB97M-V functional and the def2-TZVPD basis

Atoms and positions in Å:
O: -1.04 0.12 1.15
C: -0.12 -0.08 0.44
O: 0.85 -0.98 0.95
C: 0.45 0.39 -0.83
C: -0.54 1.10 -1.70
H: 0.59 -1.37 1.85
H: 0.89 -0.42 -1.39
H: 1.44 0.91 -0.62
H: -1.51 1.34 -1.40
H: -0.81 0.45 -2.48
H: -0.20 2.20 -1.97
H: 2.65 -0.21 1.81
H: 2.74 1.04 1.16
O: 3.22 0.32 1.29
H: -3.44 -2.10 0.76
H: -2.11 -1.39 0.41
O: -3.07 -1.32 0.58

Calculated values
lowest unoccupied orbital energy (alpha / beta) = -0.1862 / -0.4010 Eh
gap between HOMO and LUMO (alpha / beta) = 10.6791 / 4.4823 eV
2S+1 = 2
charge = +1

---

Arrangement b

Formula: C3H10O4
Source: the OMol25 dataset
Level of theory: the ωB97M-V functional and the def2-TZVPD basis

Atoms and positions in Å:
O: 0.01 -1.66 0.82
C: -0.60 -1.07 -0.01
O: 0.15 -0.83 -1.18
C: -2.00 -0.51 -0.09
C: -1.93 1.00 -0.04
H: 0.55 -1.67 -1.49
H: -2.50 -0.94 0.80
H: -2.41 -0.92 -1.03
H: -0.89 1.33 -0.29
H: -2.26 1.47 0.88
H: -2.54 1.43 -0.84
H: 2.35 2.52 -0.40
H: 1.89 1.04 -0.72
O: 1.83 1.75 -0.10
H: 2.28 -1.39 0.75
H: 3.04 -0.63 1.92
O: 3.06 -0.92 1.02

Calculated values
lowest unoccupied orbital energy (alpha / beta) = -0.1774 / -0.3906 Eh
gap between HOMO and LUMO (alpha / beta) = 10.3065 / 3.9899 eV
2S+1 = 2
charge = +1

---

The winner here is arrangement b, beating the second structure by 157.3 kJ/mol.